Computed, not measured: C33H31AsBrIN5O7STi as an isolated structure at a distorted geometry, with ωB97M-V/def2-TZVPD.

CARTESIAN COORDINATES (ANGSTROEM)
1 Ti -0.467 -0.266 0.285
2 Br -7.282 0.276 2.452
3 C -5.442 0.539 2.017
4 C -4.616 1.125 2.963
5 C -3.271 1.297 2.657
6 C -2.731 0.877 1.445
7 O -1.429 0.991 1.199
8 C -3.615 0.315 0.462
9 C -3.145 0.076 -0.849
10 N -1.867 0.304 -1.186
11 C -1.556 0.578 -2.508
12 C -2.209 -0.011 -3.582
13 C -1.837 0.267 -4.904
14 C -0.827 1.144 -5.193
15 C -0.187 1.843 -4.149
16 C 0.831 2.794 -4.357
17 C 1.315 3.511 -3.300
18 C 0.731 3.318 -2.041
19 N -0.181 2.408 -1.797
20 C -0.588 1.613 -2.806
21 C -4.977 0.148 0.785
22 H -5.011 1.434 3.919
23 H -2.609 1.731 3.395
24 H -3.890 -0.074 -1.628
25 H -2.983 -0.745 -3.397
26 H -2.346 -0.253 -5.706
27 H -0.517 1.319 -6.216
28 H 1.217 2.942 -5.360
29 H 2.118 4.223 -3.429
30 H 1.015 3.935 -1.194
31 H -5.641 -0.286 0.050
32 C 2.141 3.310 2.972
33 C 1.005 2.519 2.772
34 N 1.054 1.212 2.662
35 C 2.242 0.597 2.702
36 C 3.439 1.293 2.971
37 C 3.357 2.690 3.105
38 C 4.663 0.576 3.093
39 C 4.698 -0.760 2.898
40 C 3.525 -1.486 2.539
41 C 3.559 -2.858 2.243
42 C 2.415 -3.484 1.846
43 C 1.242 -2.732 1.724
44 N 1.156 -1.450 2.001
45 C 2.286 -0.821 2.425
46 H 2.049 4.385 3.042
47 H 0.015 2.957 2.701
48 H 4.259 3.259 3.298
49 H 5.563 1.129 3.336
50 H 5.632 -1.305 2.974
51 H 4.501 -3.391 2.297
52 H 2.405 -4.541 1.618
53 H 0.328 -3.200 1.382
54 C 2.504 -3.350 -2.059
55 As 0.707 -2.579 -1.888
56 C 0.049 -2.501 -3.728
57 C -0.150 -4.353 -1.490
58 O -0.215 -1.765 -0.739
59 H 2.394 -4.208 -2.723
60 H 2.844 -3.662 -1.077
61 H 3.191 -2.608 -2.451
62 H 0.499 -3.325 -4.282
63 H 0.313 -1.546 -4.171
64 H -1.032 -2.622 -3.714
65 H -0.018 -5.077 -2.294
66 H -1.214 -4.161 -1.343
67 H 0.250 -4.765 -0.561
68 O 3.196 0.811 -1.197
69 S 2.178 -0.177 -0.967
70 O 2.665 -1.378 -0.322
71 O 1.117 0.438 -0.051
72 O 1.518 -0.578 -2.257
73 N -1.281 -0.943 3.545
74 C -1.761 -1.778 2.586
75 O -1.553 -1.547 1.330
76 C -2.517 -2.888 3.004
77 I -0.694 -4.819 3.900
78 H -0.618 -0.238 3.241
79 H -1.121 -1.361 4.447
80 H -2.980 -3.520 2.264
81 H -2.950 -2.881 3.991

Summary:
F_max = 3.39 eV/A
total charge = -1
2S+1 = 3
E = -229445.5293 eV
ΔE to the lowest compared entry with this formula, charge and spin = 42.4 kcal/mol

These are the natural (NBO) partial charges, in e, on atoms 1 to 2: 1.970 -0.004